Record 1
{
  "formula": "C6H11NO",
  "method": "ωB97M-V with the def2-TZVPD basis set",
  "symbols": ["H", "N", "C", "C", "C", "C", "H", "H", "H", "H", "H", "H", "C", "C", "O", "H", "H", "H", "H"],
  "coordinates": [[1.6132, -0.6691, 2.7145], [1.3540, -1.5328, 2.2355], [1.0570, -1.3738, 1.0147], [1.0168, -0.1271, 0.2387], [0.6943, -0.1727, -1.0928], [1.4482, 1.1501, 0.8804], [0.7706, -2.2709, 0.4677], [0.5568, -1.1282, -1.5794], [0.9618, 0.6434, -1.7462], [1.2477, 1.9888, 0.2144], [0.8900, 1.3356, 1.7977], [2.5158, 1.1193, 1.1049], [-2.3325, -0.2577, -1.2914], [-1.4491, 0.6508, -0.4707], [-1.3363, 1.8538, -0.6288], [-2.0272, -1.2953, -1.1669], [-2.2756, 0.0294, -2.3395], [-3.3592, -0.1705, -0.9394], [-1.3465, 0.2270, 0.5867]],
  "atomic_forces_ev_per_a": [[-0.1, 0.1, -0.2], [0.2, -0.1, 0.1], [-0.5, -0.1, 0.2], [0.4, 0.1, -2.0], [2.1, -0.7, 1.4], [-0.3, 0.1, -0.1], [0.0, -0.1, -0.1], [-0.3, -0.1, 0.0], [-0.6, 0.3, 0.0], [0.1, 0.0, 0.0], [0.1, 0.0, 0.2], [0.0, 0.0, 0.1], [0.9, -0.1, -0.8], [-2.5, 1.0, 2.5], [0.4, -0.9, -0.5], [0.0, -0.1, -0.1], [-0.2, -0.1, -0.1], [0.0, 0.2, 0.1], [0.3, 0.3, -0.9]],
  "gap_ha": 0.343,
  "multiplicity": 1,
  "e_above_lowest_kcal_mol": 61.1,
  "max_force_ev_per_a": 3.654,
  "total_energy_ha": -365.1342,
  "smiles": "[H]/N=C\\C(=C)C.CC=O",
  "e_lumo_ev": -0.09
}

---

Record 2
{
  "formula": "C6H11NO",
  "method": "ωB97M-V with the def2-TZVPD basis set",
  "symbols": ["C", "C", "C", "C", "H", "H", "H", "H", "H", "H", "H", "H", "C", "N", "C", "O", "H", "H", "H"],
  "coordinates": [[-1.5989, -0.4309, 1.5079], [-0.4712, 0.2578, 1.5882], [-0.4230, 1.7484, 1.4554], [0.8587, -0.3983, 1.8026], [-1.6197, -1.5046, 1.5976], [-2.5510, 0.0505, 1.3568], [-1.4200, 2.1686, 1.3503], [0.1692, 2.0203, 0.5820], [0.0547, 2.1897, 2.3293], [0.7685, -1.4816, 1.8195], [1.5478, -0.1116, 1.0093], [1.2896, -0.0692, 2.7479], [0.5898, -1.3623, -3.6957], [0.7466, -0.9572, -2.5292], [0.4171, 0.0880, -1.7586], [1.0529, 1.0974, -1.5983], [0.0424, -0.8135, -4.4615], [1.0086, -2.3216, -3.9739], [-0.4621, -0.1695, -1.1294]],
  "atomic_forces_ev_per_a": [[-0.2, -0.1, 0.0], [0.2, 0.1, 0.0], [-0.1, 0.0, 0.0], [-0.1, -0.1, 0.0], [0.1, -0.2, 0.0], [-0.2, 0.2, 0.0], [-0.1, 0.1, 0.0], [0.1, 0.1, 0.0], [0.0, 0.1, 0.1], [0.0, -0.1, 0.0], [0.1, 0.0, 0.0], [0.1, 0.0, 0.1], [-0.2, 0.1, -0.3], [0.8, -1.0, -0.2], [-1.0, 0.3, 0.8], [0.3, 0.3, -0.2], [-0.1, 0.1, 0.0], [0.1, -0.1, -0.1], [0.1, 0.2, -0.1]],
  "gap_ha": 0.360,
  "multiplicity": 1,
  "e_above_lowest_kcal_mol": 49.7,
  "max_force_ev_per_a": 1.324,
  "total_energy_ha": -365.1522,
  "smiles": "C=C(C)C.C=NC=O",
  "e_lumo_ev": 0.63
}

---

Record 3
{
  "formula": "C6H11NO",
  "method": "ωB97M-V with the def2-TZVPD basis set",
  "symbols": ["C", "C", "C", "C", "C", "C", "N", "O", "H", "H", "H", "H", "H", "H", "H", "H", "H", "H", "H"],
  "coordinates": [[2.0102, -0.6668, -0.2924], [0.7529, -0.4513, -0.6317], [0.2260, 0.7432, -1.2743], [-0.5004, 1.6790, -0.6392], [-0.4302, 1.9374, 0.8359], [-0.3945, -1.5450, -0.2269], [-0.2399, -1.8736, 1.1587], [-1.6658, -1.0969, -0.5516], [2.7741, 0.0759, -0.4617], [2.3122, -1.5874, 0.1790], [0.2020, 0.7035, -2.3590], [-0.8949, 2.5025, -1.2229], [-1.4358, 2.0085, 1.2600], [0.0721, 2.8877, 1.0326], [0.1145, 1.1435, 1.3453], [-0.1871, -2.4351, -0.8312], [-0.5114, -2.8264, 1.3682], [-0.5068, -1.1094, 1.7663], [-1.6973, -0.0892, -0.4550]],
  "atomic_forces_ev_per_a": [[0.1, 0.0, -0.1], [-1.1, -1.2, 1.0], [-1.1, 0.3, -0.2], [1.6, 0.6, -0.3], [-0.5, -0.3, 0.1], [1.7, 0.9, -0.2], [0.8, -0.3, -0.6], [-0.7, 1.8, -0.2], [0.1, 0.1, -0.2], [0.0, -0.1, 0.2], [0.0, 0.2, -0.1], [-0.3, -0.1, -0.2], [0.1, 0.0, 0.1], [0.0, -0.1, 0.0], [0.0, 0.1, 0.1], [-0.1, 0.1, 0.2], [-0.4, 0.6, 0.4], [-0.2, -0.6, 0.2], [0.1, -1.9, -0.3]],
  "gap_ha": 0.366,
  "multiplicity": 1,
  "e_above_lowest_kcal_mol": 50.7,
  "max_force_ev_per_a": 1.955,
  "total_energy_ha": -365.1506,
  "smiles": "C=C(/C=C\\C)[C@@H](N)O",
  "e_lumo_ev": 0.88
}

---

Record 4
{
  "formula": "C6H11NO",
  "method": "ωB97M-V with the def2-TZVPD basis set",
  "symbols": ["C", "C", "C", "C", "C", "C", "O", "N", "H", "H", "H", "H", "H", "H", "H", "H", "H", "H", "H"],
  "coordinates": [[-0.0287, 0.0321, 0.7158], [0.5472, 0.5395, -0.4923], [-2.4693, -1.2535, -0.3271], [-1.8010, 0.0654, -0.0886], [2.3228, 0.4377, 0.0601], [3.1246, -0.4952, -0.4234], [-0.0637, 0.7763, 1.8561], [-2.4745, 1.1236, -0.1331], [-0.1222, 1.7156, 1.6359], [0.1898, -1.0018, 0.9712], [-1.9331, 1.9711, 0.0433], [0.5422, -0.1358, -1.3390], [0.4023, 1.5960, -0.7006], [2.6859, 1.1928, 0.7537], [-3.5502, -1.1386, -0.4141], [-2.1108, -1.6829, -1.2649], [-2.2083, -1.9508, 0.4707], [2.7567, -1.2592, -1.1028], [4.1904, -0.5322, -0.2210]],
  "atomic_forces_ev_per_a": [[-5.5, -0.8, -1.5], [6.9, 0.2, 1.4], [0.3, -0.1, -0.3], [1.1, -0.7, 2.8], [-2.3, 0.6, -1.8], [-0.2, 0.0, -0.2], [0.4, 0.6, 0.2], [0.2, 0.3, -0.7], [0.0, -0.1, 0.1], [-0.1, 0.1, -0.2], [0.1, 0.0, 0.3], [-0.3, 0.1, -0.1], [-0.3, -0.1, -0.2], [-0.2, 0.0, -0.1], [0.1, 0.1, 0.1], [0.1, -0.1, 0.0], [-0.1, 0.0, 0.0], [0.0, 0.1, -0.1], [-0.1, -0.1, 0.3]],
  "gap_ha": 0.323,
  "multiplicity": 1,
  "e_above_lowest_kcal_mol": 101.0,
  "max_force_ev_per_a": 7.043,
  "total_energy_ha": -365.0704,
  "e_lumo_ev": 0.82
}

---

Record 5
{
  "formula": "C6H11NO",
  "method": "ωB97M-V with the def2-TZVPD basis set",
  "symbols": ["C", "C", "O", "N", "C", "C", "C", "C", "H", "H", "H", "H", "H", "H", "H", "H", "H", "H", "H"],
  "coordinates": [[-0.6944, -0.4617, -2.3523], [0.1757, 0.3119, -1.3369], [0.4613, 1.4947, -1.5236], [0.4456, -0.3587, -0.1863], [-0.8138, -1.0146, 0.3737], [-0.8789, -0.4044, 1.7827], [0.3079, 0.3480, 2.1801], [1.2947, 0.2822, 0.9300], [-0.7789, 0.0733, -3.1969], [0.0333, -1.3075, -2.6042], [-1.7951, -0.6828, -2.2026], [-1.8002, -0.9436, -0.0816], [-0.6697, -2.1134, 0.4248], [-1.8428, 0.2879, 1.9565], [-1.1201, -1.1649, 2.5762], [0.0256, 1.4074, 2.3040], [0.7624, 0.0552, 3.0581], [2.0505, 1.1452, 0.6798], [1.9776, -0.5726, 1.1152]],
  "atomic_forces_ev_per_a": [[1.3, -2.3, 1.8], [-2.0, 2.4, -0.2], [0.6, -1.3, -0.2], [-0.9, 0.5, 0.4], [1.6, -0.9, 1.7], [-4.7, -0.6, 2.0], [1.3, 3.3, -3.1], [0.6, -1.7, 0.0], [0.3, 2.4, -3.0], [-1.8, 0.3, 0.2], [1.6, -0.4, 0.8], [0.6, 0.8, -0.7], [0.3, 0.5, 0.1], [2.0, -1.3, -1.0], [0.4, 0.2, -0.9], [0.2, -0.3, 0.1], [1.1, -0.9, 1.7], [-2.4, -1.3, 0.1], [-0.1, 0.5, 0.3]],
  "gap_ha": 0.367,
  "multiplicity": 1,
  "e_above_lowest_kcal_mol": 52.6,
  "max_force_ev_per_a": 5.126,
  "total_energy_ha": -365.1476,
  "smiles": "CC(=O)N1CCCC1",
  "e_lumo_ev": 0.86
}

---

Record 6
{
  "formula": "C6H11NO",
  "method": "ωB97M-V with the def2-TZVPD basis set",
  "symbols": ["C", "C", "O", "N", "C", "C", "C", "C", "H", "H", "H", "H", "H", "H", "H", "H", "H", "H", "H"],
  "coordinates": [[-1.8749, 0.3534, -2.0586], [-1.6349, -0.0296, -0.5306], [-2.5051, 0.2141, 0.3047], [-0.3737, -0.4619, -0.0981], [0.9125, -0.0263, -0.6741], [1.9526, 0.0616, 0.5121], [1.0698, 0.0251, 1.8131], [-0.2567, -0.6530, 1.3606], [-1.9026, 1.4933, -2.2132], [-1.0586, 0.1076, -2.7285], [-2.7455, -0.2583, -2.3502], [1.1944, -0.8570, -1.4620], [0.8197, 0.9985, -1.2048], [2.6974, -0.6270, 0.5044], [2.4278, 1.0417, 0.3294], [1.5625, -0.4263, 2.6382], [1.0260, 0.9870, 2.2907], [-0.3161, -1.7394, 1.4914], [-0.9945, -0.2035, 2.0756]],
  "atomic_forces_ev_per_a": [[0.7, 0.3, 1.0], [0.4, 2.1, 0.2], [0.3, -0.9, -1.4], [-1.1, 1.2, 0.6], [0.4, -1.0, -1.8], [-3.2, 3.2, -0.4], [0.8, -0.5, -1.7], [0.4, 0.4, 1.6], [-0.8, -1.7, 0.7], [0.3, -0.6, 0.1], [0.1, 1.0, -0.1], [-0.1, 1.9, 1.3], [0.1, -1.7, 0.8], [1.9, -2.4, -0.2], [0.0, -0.4, 0.6], [0.5, -1.5, 0.4], [-1.1, 1.0, -0.6], [0.5, 0.2, 0.5], [-0.2, -0.4, -1.6]],
  "gap_ha": 0.364,
  "multiplicity": 1,
  "e_above_lowest_kcal_mol": 34.6,
  "max_force_ev_per_a": 4.477,
  "total_energy_ha": -365.1763,
  "smiles": "CC(=O)N1CCCC1",
  "e_lumo_ev": 0.87
}

---

Record 7
{
  "formula": "C6H11NO",
  "method": "ωB97M-V with the def2-TZVPD basis set",
  "symbols": ["N", "C", "C", "C", "C", "C", "C", "O", "H", "H", "H", "H", "H", "H", "H", "H", "H", "H", "H"],
  "coordinates": [[0.9051, 2.8850, 0.4944], [0.6355, 1.5987, 0.0610], [0.3647, 0.5051, 0.9666], [-0.8646, 0.4971, 0.1271], [-1.0045, -0.4672, -1.0209], [-0.9471, -1.7427, -0.2361], [0.2529, -2.2633, 0.1584], [1.3913, -2.2654, -0.6424], [0.6153, 3.1156, 1.4327], [0.8484, 3.6192, -0.1941], [1.0293, 1.4024, -0.9288], [0.8595, -0.5736, 0.8715], [0.2310, 0.7722, 2.0118], [-1.7821, 0.8431, 0.5854], [-1.9565, -0.3320, -1.5368], [-0.1744, -0.3847, -1.7277], [-1.8465, -2.0501, 0.2746], [0.2747, -3.0859, 0.8652], [1.1682, -2.0736, -1.5617]],
  "atomic_forces_ev_per_a": [[0.0, 0.1, 0.2], [-1.3, -1.0, -0.7], [0.7, -2.9, -0.1], [0.9, 2.8, 0.0], [0.1, -0.5, 0.4], [1.5, -0.5, 0.3], [-1.9, -1.4, -1.9], [0.3, 0.4, 0.4], [0.0, 0.2, -0.2], [-0.2, 0.0, 0.3], [0.1, -0.3, 0.1], [-0.2, 2.4, 0.5], [0.0, 0.0, 0.0], [0.0, 0.2, -0.1], [0.2, 0.0, -0.1], [-0.1, 0.1, -0.1], [0.0, 0.1, 0.3], [0.2, 0.2, 0.2], [-0.2, 0.1, 0.3]],
  "gap_ha": 0.301,
  "multiplicity": 1,
  "e_above_lowest_kcal_mol": 91.8,
  "max_force_ev_per_a": 3.055,
  "total_energy_ha": -365.0852,
  "smiles": "N[C@H]1C[C@@H]1C/C=C\\O",
  "e_lumo_ev": 1.00
}

---

Record 8
{
  "formula": "C6H11NO2",
  "method": "ωB97M-V with the def2-TZVPD basis set",
  "symbols": ["C", "C", "N", "O", "H", "H", "H", "H", "H", "C", "C", "C", "C", "O", "H", "H", "H", "H", "H", "H"],
  "coordinates": [[-1.8078, 0.6216, 0.5836], [-0.9909, 0.3342, -0.6566], [-0.8785, -1.4956, -0.6827], [-1.2578, 0.8659, -1.7209], [-1.7179, -2.0406, -0.4844], [-0.6374, -1.5971, -1.6664], [-1.9058, 1.6978, 0.7138], [-1.3905, 0.1703, 1.4828], [-2.8156, 0.2343, 0.4020], [1.2786, 1.1920, 1.0884], [0.8689, 0.4482, -0.1508], [0.2909, -1.7561, 0.2164], [1.6536, 0.4297, -1.2306], [0.9969, -2.7205, 0.0025], [0.1367, -1.3678, 1.2323], [0.5954, 2.0187, 1.3028], [1.3095, 0.5346, 1.9633], [2.2706, 1.6422, 0.9844], [2.6476, 0.8710, -1.2404], [1.3535, -0.0829, -2.1393]],
  "atomic_forces_ev_per_a": [[-0.3, -0.5, -0.1], [1.9, 1.7, 0.9], [0.5, 0.8, -0.2], [0.3, -1.2, 0.4], [0.3, 0.0, 0.2], [0.2, -0.3, 0.1], [0.2, 0.0, 0.0], [-0.1, 0.0, 0.0], [0.0, 0.0, 0.1], [-0.1, -0.1, 0.1], [-1.4, 1.0, -1.6], [-1.0, -2.8, -0.1], [0.0, -0.4, 0.5], [-0.2, 1.6, 0.0], [0.1, 0.4, -0.3], [-0.1, -0.2, 0.1], [-0.1, 0.1, 0.1], [0.0, -0.2, -0.1], [0.0, -0.1, 0.1], [-0.1, 0.2, -0.1]],
  "gap_ha": 0.318,
  "multiplicity": 1,
  "e_above_lowest_kcal_mol": 101.8,
  "max_force_ev_per_a": 3.019,
  "total_energy_ha": -440.3251,
  "e_lumo_ev": 0.08
}

---

Record 9
{
  "formula": "C6H11NO2",
  "method": "ωB97M-V with the def2-TZVPD basis set",
  "symbols": ["C", "C", "C", "C", "C", "N", "C", "O", "O", "H", "H", "H", "H", "H", "H", "H", "H", "H", "H", "H"],
  "coordinates": [[0.8469, 0.4249, 0.0465], [-1.5146, 0.1029, -0.9574], [-0.3572, -0.6908, -0.8761], [0.4115, 0.2446, 1.5147], [-2.7206, -0.0882, -0.1228], [0.6103, 1.6316, -0.5297], [2.3007, -0.0764, -0.0605], [2.3770, -1.4190, -0.2185], [3.2851, 0.6082, 0.0370], [3.3113, -1.6595, -0.3285], [1.4659, 2.1847, -0.5956], [-1.5101, 0.9431, -1.6365], [-0.4497, -1.6159, -0.3154], [0.1753, -0.8385, -1.8095], [0.3959, -0.8106, 1.7947], [1.1127, 0.7679, 2.1671], [-0.5740, 0.6837, 1.6579], [-2.5894, -0.8666, 0.6289], [-3.5682, -0.3744, -0.7600], [-3.0090, 0.8481, 0.3635]],
  "atomic_forces_ev_per_a": [[0.3, -0.3, -0.1], [-0.2, -0.3, -0.1], [0.2, 0.3, 0.1], [-0.3, -0.2, -0.2], [-0.2, 0.0, 0.0], [0.1, 0.5, 0.5], [0.0, -0.3, 0.2], [-0.2, 0.0, -0.2], [-0.3, 0.1, -0.2], [-0.1, 0.2, 0.1], [0.2, -0.3, -0.3], [0.0, 0.0, 0.0], [0.1, 0.0, 0.2], [0.2, 0.1, 0.1], [0.0, 0.1, 0.0], [0.0, 0.0, -0.1], [0.0, 0.0, 0.0], [0.0, 0.0, 0.0], [0.0, 0.0, 0.1], [0.0, 0.0, 0.1]],
  "gap_ha": [0.335, 0.254],
  "multiplicity": 1,
  "e_above_lowest_kcal_mol": 95.9,
  "max_force_ev_per_a": 0.689,
  "total_energy_ha": -440.3344,
  "e_lumo_ev": [0.20, -0.52]
}

---

Record 10
{
  "formula": "C6H11NO2",
  "method": "ωB97M-V with the def2-TZVPD basis set",
  "symbols": ["C", "C", "C", "C", "O", "O", "H", "H", "H", "H", "H", "H", "N", "C", "C", "H", "H", "H", "H", "H"],
  "coordinates": [[0.7515, -1.6623, -0.3018], [-1.4469, 0.4220, -0.6677], [0.5454, -0.2174, -0.6620], [1.1845, 0.3405, -1.6982], [-2.1551, -0.7401, -0.7512], [-1.6408, 1.3993, -1.3500], [-2.6428, -0.7083, -1.5887], [1.4629, -2.1541, -0.9710], [-0.1803, -2.2314, -0.3672], [1.1429, -1.7624, 0.7150], [0.9954, 1.3708, -1.9855], [1.9218, -0.1976, -2.2882], [-1.1700, 0.7151, 0.9088], [0.2985, 0.9189, 0.9093], [0.9430, 0.5804, 2.0854], [-1.6962, 1.5357, 1.2318], [-1.4021, -0.1390, 1.4159], [0.5109, 1.8769, 0.4489], [1.9499, 0.9350, 2.2546], [0.6274, -0.2818, 2.6619]],
  "atomic_forces_ev_per_a": [[0.1, -0.1, 0.0], [1.2, 0.5, 0.8], [-0.7, -0.1, -0.9], [-0.1, -0.1, 0.3], [0.1, 0.0, 0.2], [0.0, -0.1, 0.0], [0.1, 0.1, 0.1], [0.0, 0.1, 0.0], [0.0, 0.1, 0.1], [-0.1, 0.0, 0.0], [-0.1, 0.0, 0.0], [0.0, 0.0, 0.1], [-0.2, -0.5, -1.1], [-0.2, 0.5, 1.3], [-0.2, -0.1, -1.0], [0.1, -0.4, 0.1], [-0.1, 0.3, 0.2], [0.1, -0.2, -0.2], [0.0, 0.0, 0.0], [-0.1, 0.1, 0.0]],
  "gap_ha": [0.273, 0.273],
  "multiplicity": 1,
  "e_above_lowest_kcal_mol": 124.1,
  "max_force_ev_per_a": 1.532,
  "total_energy_ha": -440.2895,
  "e_lumo_ev": [0.21, 0.21]
}